The following is a quantum chemistry calculation of 8 unconnected molecules or ions with the total composition C54H106ClFIN2O7S in a non-equilibrium geometry, from the Open Molecules 2025 dataset.

As for the energy: -4012.80178 a.u. The calculation puts the highest occupied orbital energy at -0.3944 hartree. As for the HOMO-LUMO gap: 8.6255 eV.

Geometry as ORCA input:
```
! wB97M-V def2-TZVPD RIJCOSX def2/J DEFGRID3
* xyz 1 1
C -1.63 1.02 3.67
C -1.66 -0.20 3.13
C -2.30 -0.53 1.80
C -1.31 -1.10 0.75
C -0.98 -2.54 1.19
C 0.41 -3.10 0.90
C 1.43 -2.82 2.02
C 2.86 -2.50 1.51
C 3.52 -1.35 2.28
C 3.89 -1.71 3.73
C 2.84 -1.31 4.78
C 3.13 0.04 5.48
C 1.90 0.96 5.52
N -0.11 -0.26 0.46
F 0.63 0.16 1.54
C -0.46 0.93 -0.44
Cl -1.04 2.22 0.66
C 0.78 1.40 -1.19
C 1.70 2.46 -0.55
C 1.35 3.88 -1.02
C 3.13 2.14 -1.03
C -1.70 0.42 -1.27
C -1.51 0.35 -2.78
C -1.73 1.68 -3.57
C -2.02 2.93 -2.74
I -0.11 1.97 -4.97
C -1.99 -1.01 -0.67
N -1.33 -1.99 -1.57
C -3.45 -1.46 -0.69
C -4.57 -0.40 -0.61
C -5.85 -1.09 -0.14
S -6.96 -1.64 -1.47
H -0.78 1.36 4.26
H -2.43 1.74 3.54
H -1.20 -1.02 3.69
H -2.79 0.37 1.45
H -3.03 -1.33 1.93
H -1.13 -2.61 2.27
H -1.75 -3.17 0.74
H 0.83 -2.79 -0.06
H 0.30 -4.19 0.81
H 1.06 -2.01 2.64
H 1.50 -3.70 2.66
H 2.87 -2.29 0.43
H 3.48 -3.38 1.66
H 4.45 -1.12 1.75
H 2.90 -0.45 2.25
H 4.11 -2.77 3.79
H 4.82 -1.19 3.97
H 2.78 -2.10 5.53
H 1.85 -1.25 4.33
H 3.94 0.56 4.97
H 3.42 -0.16 6.51
H 1.91 1.60 6.41
H 0.98 0.37 5.57
H 1.84 1.60 4.64
H 0.57 -0.82 -0.07
H 1.40 0.52 -1.42
H 0.47 1.79 -2.16
H 1.73 2.39 0.54
H 1.09 3.88 -2.08
H 0.48 4.28 -0.49
H 2.17 4.56 -0.82
H 3.14 1.98 -2.11
H 3.78 3.00 -0.84
H 3.54 1.26 -0.52
H -2.49 1.09 -0.96
H -2.19 -0.39 -3.19
H -0.52 -0.03 -3.00
H -2.59 1.53 -4.22
H -3.05 2.83 -2.38
H -2.03 3.82 -3.37
H -1.39 3.07 -1.87
H -0.32 -2.01 -1.54
H -1.69 -2.92 -1.43
H -3.62 -2.22 0.08
H -3.59 -1.97 -1.65
H -4.33 0.47 0.01
H -4.73 -0.01 -1.61
H -6.44 -0.46 0.53
H -5.59 -2.00 0.39
H -6.43 -1.10 -2.57
C -5.73 -1.41 -6.90
C -7.18 -1.89 -6.82
C -7.60 -1.39 -5.45
O -6.85 -0.20 -5.20
C -5.82 -0.07 -6.18
H -5.35 -1.32 -7.91
H -5.08 -2.09 -6.34
H -7.78 -1.41 -7.60
H -7.29 -2.97 -6.93
H -7.34 -2.12 -4.67
H -8.66 -1.17 -5.38
H -6.09 0.74 -6.88
H -4.89 0.21 -5.68
C -5.51 -6.55 1.12
C -4.22 -6.35 1.92
C -3.59 -5.16 1.21
O -4.68 -4.37 0.71
C -5.90 -5.11 0.80
H -6.28 -7.09 1.66
H -5.29 -7.09 0.20
H -4.44 -6.08 2.95
H -3.56 -7.22 1.93
H -2.98 -5.49 0.36
H -2.98 -4.56 1.87
H -6.50 -4.68 1.61
H -6.45 -5.01 -0.13
C 4.45 7.89 1.39
C 4.56 8.73 0.12
C 4.78 7.66 -0.94
O 4.09 6.49 -0.48
C 3.70 6.66 0.88
H 3.92 8.39 2.20
H 5.44 7.60 1.75
H 3.62 9.26 -0.06
H 5.36 9.46 0.15
H 5.84 7.42 -1.04
H 4.40 7.94 -1.92
H 2.61 6.83 0.91
H 3.93 5.76 1.44
C -1.33 -5.83 6.11
C -0.53 -6.96 5.47
C -1.33 -7.22 4.20
O -1.91 -5.97 3.83
C -1.77 -5.03 4.89
H -0.76 -5.24 6.83
H -2.21 -6.24 6.63
H 0.47 -6.61 5.22
H -0.44 -7.84 6.10
H -2.14 -7.94 4.38
H -0.72 -7.59 3.38
H -1.00 -4.29 4.62
H -2.71 -4.51 5.04
C 2.08 -7.99 1.47
C 2.76 -7.53 0.18
C 2.62 -6.02 0.27
O 2.64 -5.70 1.66
C 2.51 -6.90 2.44
H 2.38 -8.98 1.79
H 1.00 -7.98 1.34
H 3.82 -7.81 0.19
H 2.31 -7.94 -0.73
H 1.67 -5.69 -0.16
H 3.43 -5.48 -0.23
H 3.47 -7.13 2.90
H 1.78 -6.72 3.23
C -2.69 6.72 -4.09
C -1.45 6.80 -3.21
C -0.73 8.02 -3.78
O -1.76 8.88 -4.26
C -3.01 8.20 -4.30
H -3.52 6.17 -3.64
H -2.44 6.25 -5.04
H -1.74 6.98 -2.17
H -0.84 5.89 -3.24
H -0.08 7.74 -4.61
H -0.13 8.55 -3.04
H -3.65 8.58 -3.50
H -3.50 8.40 -5.26
C 8.87 4.64 -1.45
C 10.03 5.63 -1.62
C 9.42 6.65 -2.57
O 8.02 6.68 -2.29
C 7.67 5.58 -1.45
H 8.94 4.04 -0.54
H 8.83 3.97 -2.31
H 10.27 6.10 -0.66
H 10.94 5.18 -2.01
H 9.56 6.35 -3.62
H 9.83 7.65 -2.45
H 7.47 5.95 -0.44
H 6.76 5.11 -1.84
*
```

Results of the Mulliken charge analysis, in e, for atoms 1 through 99: number 1, C, carries -0.956; number 2, C, carries -0.402; number 3, C, carries -1.802; number 4, C, carries 0.758; number 5, C, carries 0.889; number 6, C, carries -2.820; number 7, C, carries 1.231; number 8, C, carries -1.225; number 9, C, carries -0.362; number 10, C, carries -1.177; number 11, C, carries 0.294; number 12, C, carries -0.610; number 13, C, carries -1.032; number 14, N, carries -0.066; number 15, F, carries 0.147; number 16, C, carries 2.039; number 17, Cl, carries -0.099; number 18, C, carries -0.806; number 19, C, carries 0.661; number 20, C, carries -1.214; number 21, C, carries -1.539; number 22, C, carries -1.239; number 23, C, carries -1.600; number 24, C, carries -0.995; number 25, C, carries -0.767; number 26, I, carries 0.059; number 27, C, carries 0.278; number 28, N, carries -0.253; number 29, C, carries -1.593; number 30, C, carries -1.186; number 31, C, carries -0.359; number 32, S, carries -0.227; number 33, H, carries 0.164; number 34, H, carries 0.322; number 35, H, carries 0.343; number 36, H, carries 0.722; number 37, H, carries 0.572; number 38, H, carries 0.764; number 39, H, carries -0.614; number 40, H, carries 0.804; number 41, H, carries 0.499; number 42, H, carries -1.090; number 43, H, carries 0.669; number 44, H, carries 0.735; number 45, H, carries 0.228; number 46, H, carries 0.501; number 47, H, carries -0.134; number 48, H, carries 0.354; number 49, H, carries 0.491; number 50, H, carries 0.464; number 51, H, carries -0.475; number 52, H, carries 0.351; number 53, H, carries 0.339; number 54, H, carries 0.468; number 55, H, carries 0.225; number 56, H, carries 0.155; number 57, H, carries 1.090; number 58, H, carries 0.370; number 59, H, carries -0.239; number 60, H, carries 0.260; number 61, H, carries 0.176; number 62, H, carries 0.239; number 63, H, carries 0.297; number 64, H, carries 0.414; number 65, H, carries 0.396; number 66, H, carries 0.292; number 67, H, carries 1.308; number 68, H, carries 0.790; number 69, H, carries 0.460; number 70, H, carries 0.624; number 71, H, carries 0.306; number 72, H, carries 0.363; number 73, H, carries 0.169; number 74, H, carries 0.163; number 75, H, carries 0.334; number 76, H, carries -0.310; number 77, H, carries 1.089; number 78, H, carries 0.348; number 79, H, carries 0.465; number 80, H, carries 0.495; number 81, H, carries -0.022; number 82, H, carries -0.009; number 83, C, carries -0.560; number 84, C, carries -0.602; number 85, C, carries -0.343; number 86, O, carries -0.389; number 87, C, carries 0.065; number 88, H, carries 0.373; number 89, H, carries 0.229; number 90, H, carries 0.261; number 91, H, carries 0.348; number 92, H, carries 0.205; number 93, H, carries 0.321; number 94, H, carries 0.292; number 95, H, carries -0.168; number 96, C, carries -0.794; number 97, C, carries -0.266; number 98, C, carries 0.223; number 99, O, carries -0.224

=====

The following is a quantum chemistry calculation of 10 unconnected molecules or ions with the total composition C54H113F9O27 in a non-equilibrium geometry, from the Open Molecules 2025 dataset.

As for the energy: -5055.04237 a.u. Its energy relative to the best compared isomer or geometry (same formula, charge and spin) is 274.6 kJ/mol. The calculation puts the highest occupied orbital energy at -0.3322 hartree. The SMILES is CCOC(=O)C(F)(F)F.CCOC(=O)C(F)(F)F.CCOC(=O)C(F)(F)F.COCCOCCOC.COCCOCCOC.COCCOCCOC.COCCOCCOC.COCCOCCOC.COCCOCCOC.COCCOCCOC. As for the HOMO-LUMO gap: 9.3957 eV.

Geometry as ORCA input:
```
! wB97M-V def2-TZVPD RIJCOSX def2/J DEFGRID3
* xyz 0 1
C -0.25 -2.50 -0.94
O -1.09 -1.48 -1.36
C -0.57 -0.13 -1.12
C -0.56 0.40 0.28
O 0.45 -0.19 1.01
C 0.45 0.32 2.37
C 1.66 -0.31 3.06
O 1.41 -1.61 3.67
C 1.16 -2.65 2.80
H 0.62 -2.46 -1.60
H -0.72 -3.47 -1.06
H 0.29 -2.46 0.01
H -1.26 0.55 -1.62
H 0.44 -0.01 -1.51
H -1.57 0.27 0.66
H -0.35 1.45 0.11
H -0.48 0.07 2.89
H 0.62 1.39 2.45
H 1.99 0.36 3.85
H 2.54 -0.39 2.43
H 1.85 -2.56 1.96
H 0.19 -2.64 2.29
H 1.16 -3.55 3.41
C -1.57 6.25 -6.24
O -2.01 4.94 -5.90
C -2.44 4.20 -7.04
C -3.22 2.89 -6.62
O -2.45 2.03 -5.81
C -3.15 1.28 -4.76
C -2.16 0.15 -4.33
O -1.73 -0.83 -5.26
C -1.26 -2.07 -4.70
H -0.88 6.16 -7.08
H -1.16 6.67 -5.33
H -2.33 6.92 -6.64
H -1.60 3.91 -7.66
H -3.04 4.78 -7.74
H -3.67 2.44 -7.51
H -4.00 3.38 -6.05
H -4.05 0.79 -5.13
H -3.40 2.00 -3.99
H -2.58 -0.22 -3.39
H -1.21 0.58 -3.99
H -0.29 -1.92 -4.24
H -1.06 -2.75 -5.53
H -1.92 -2.37 -3.89
C 2.47 2.14 -0.72
O 3.65 1.58 -1.36
C 3.41 0.28 -1.99
C 3.62 -0.87 -1.07
O 3.40 -2.05 -1.88
C 3.66 -3.27 -1.17
C 4.20 -4.28 -2.23
O 3.20 -4.70 -3.11
C 3.73 -5.62 -4.06
H 1.69 2.23 -1.48
H 2.72 3.06 -0.20
H 2.08 1.45 0.03
H 4.15 0.14 -2.77
H 2.43 0.25 -2.48
H 2.87 -0.73 -0.28
H 4.61 -0.86 -0.61
H 2.70 -3.56 -0.75
H 4.40 -3.15 -0.38
H 4.52 -5.12 -1.61
H 5.12 -3.94 -2.71
H 4.50 -5.09 -4.63
H 2.94 -5.97 -4.74
H 4.22 -6.50 -3.65
C -5.40 -3.79 -1.80
O -5.59 -2.44 -1.66
C -4.43 -1.67 -1.47
C -4.84 -0.22 -1.11
O -5.39 0.63 -2.19
C -6.58 0.16 -2.79
C -7.22 1.30 -3.61
O -6.36 1.80 -4.62
C -7.11 2.33 -5.74
H -4.73 -4.24 -1.07
H -4.89 -4.04 -2.73
H -6.37 -4.29 -1.76
H -3.95 -1.69 -2.45
H -3.84 -2.02 -0.62
H -4.00 0.31 -0.65
H -5.53 -0.12 -0.27
H -7.26 -0.10 -1.98
H -6.42 -0.72 -3.42
H -7.42 2.11 -2.91
H -8.22 1.02 -3.92
H -6.40 2.95 -6.29
H -7.99 2.94 -5.55
H -7.39 1.50 -6.38
C 4.27 8.00 -2.88
O 3.58 6.95 -3.49
C 3.72 5.59 -2.99
C 2.77 4.66 -3.71
O 1.35 4.91 -3.50
C 0.62 3.83 -3.98
C -0.76 3.81 -3.31
O -0.59 3.38 -1.98
C -0.51 4.42 -1.04
H 5.31 7.69 -2.92
H 3.93 8.17 -1.86
H 4.12 8.93 -3.44
H 3.58 5.57 -1.91
H 4.76 5.29 -3.15
H 3.08 3.66 -3.40
H 3.02 4.85 -4.76
H 1.06 2.85 -3.84
H 0.54 3.94 -5.06
H -1.29 2.93 -3.68
H -1.34 4.71 -3.54
H -1.26 5.20 -1.13
H 0.46 4.91 -1.03
H -0.48 3.97 -0.05
C -3.05 -4.29 1.20
O -3.54 -3.09 1.90
C -2.65 -2.09 2.30
C -3.45 -1.05 3.18
O -4.15 -0.19 2.28
C -4.83 0.89 2.91
C -4.22 2.33 2.68
O -2.91 2.23 3.25
C -2.09 3.39 2.92
H -2.57 -4.00 0.26
H -3.86 -4.98 0.98
H -2.30 -4.79 1.82
H -2.16 -1.62 1.45
H -1.83 -2.53 2.86
H -2.80 -0.50 3.85
H -4.16 -1.54 3.84
H -4.80 0.71 3.98
H -5.83 0.97 2.49
H -4.89 3.10 3.05
H -4.19 2.57 1.61
H -2.03 3.45 1.83
H -1.14 3.21 3.42
H -2.47 4.34 3.32
C 3.81 -4.73 4.77
O 4.64 -4.57 5.90
C 5.37 -3.35 5.96
C 4.60 -2.06 5.92
O 5.43 -0.93 6.08
C 4.89 0.26 5.71
C 5.70 1.34 6.41
O 4.98 2.58 6.19
C 5.73 3.68 6.74
H 4.20 -4.31 3.85
H 2.86 -4.20 4.90
H 3.47 -5.75 4.59
H 5.95 -3.26 5.05
H 6.12 -3.37 6.75
H 3.89 -2.09 6.74
H 3.91 -2.03 5.07
H 3.81 0.38 5.75
H 5.10 0.25 4.64
H 6.72 1.35 6.04
H 5.85 1.15 7.47
H 5.31 4.66 6.50
H 6.65 3.77 6.17
H 5.78 3.63 7.83
C -0.89 -5.71 5.30
C -0.25 -4.69 6.31
O -0.65 -3.32 6.15
C -0.13 -2.38 6.87
O 0.69 -2.52 7.73
C -0.68 -1.01 6.55
F 0.02 -0.31 5.64
F -1.91 -1.09 5.99
F -0.71 -0.23 7.64
H -1.96 -5.55 5.22
H -0.74 -6.79 5.37
H -0.49 -5.44 4.32
H 0.83 -4.83 6.20
H -0.52 -5.18 7.25
C 0.45 -5.93 -1.94
C -0.02 -5.84 -3.45
O 0.53 -6.90 -4.20
C -0.11 -8.12 -4.36
O -1.20 -8.43 -3.87
C 0.71 -9.20 -5.14
F 1.90 -8.70 -5.53
F 0.85 -10.28 -4.38
F 0.01 -9.58 -6.20
H 1.45 -5.56 -1.68
H 0.37 -6.92 -1.50
H -0.29 -5.40 -1.34
H 0.24 -4.86 -3.83
H -1.10 -5.82 -3.59
C 0.97 7.73 4.34
C 0.67 6.36 3.76
O 1.79 5.47 3.94
C 2.03 4.37 3.18
O 1.30 3.85 2.39
C 3.38 3.70 3.47
F 3.97 3.52 2.35
F 4.14 4.53 4.23
F 3.28 2.48 4.10
H 1.35 7.70 5.36
H 0.16 8.46 4.33
H 1.77 8.22 3.79
H 0.37 6.30 2.72
H -0.13 5.99 4.40
*
```

Results of the Mulliken charge analysis, in e, for atoms 1 through 99: number 1, C, carries 0.331; number 2, O, carries 0.584; number 3, C, carries 0.243; number 4, C, carries 0.122; number 5, O, carries 1.824; number 6, C, carries 1.166; number 7, C, carries -1.144; number 8, O, carries 0.474; number 9, C, carries 0.589; number 10, H, carries 0.529; number 11, H, carries -0.805; number 12, H, carries -0.650; number 13, H, carries 0.227; number 14, H, carries -1.090; number 15, H, carries -0.689; number 16, H, carries -0.494; number 17, H, carries -0.369; number 18, H, carries -0.394; number 19, H, carries -0.092; number 20, H, carries 0.364; number 21, H, carries 0.183; number 22, H, carries -0.776; number 23, H, carries -0.151; number 24, C, carries -0.910; number 25, O, carries -0.072; number 26, C, carries -0.934; number 27, C, carries -0.369; number 28, O, carries -0.277; number 29, C, carries -0.807; number 30, C, carries 1.273; number 31, O, carries -0.526; number 32, C, carries -0.456; number 33, H, carries 0.387; number 34, H, carries 0.198; number 35, H, carries 0.330; number 36, H, carries 0.401; number 37, H, carries 0.478; number 38, H, carries 0.432; number 39, H, carries 0.068; number 40, H, carries 0.682; number 41, H, carries 0.389; number 42, H, carries -0.648; number 43, H, carries -0.410; number 44, H, carries 0.221; number 45, H, carries 0.375; number 46, H, carries 0.109; number 47, C, carries 1.002; number 48, O, carries -0.537; number 49, C, carries -0.385; number 50, C, carries 0.431; number 51, O, carries -0.354; number 52, C, carries -0.010; number 53, C, carries -1.137; number 54, O, carries -0.038; number 55, C, carries -0.941; number 56, H, carries -0.324; number 57, H, carries 0.206; number 58, H, carries -0.650; number 59, H, carries 0.464; number 60, H, carries -0.067; number 61, H, carries -0.521; number 62, H, carries 0.532; number 63, H, carries -0.099; number 64, H, carries 0.535; number 65, H, carries 0.449; number 66, H, carries 0.471; number 67, H, carries 0.387; number 68, H, carries 0.201; number 69, H, carries 0.358; number 70, C, carries -0.566; number 71, O, carries -0.433; number 72, C, carries 0.784; number 73, C, carries -0.933; number 74, O, carries -0.243; number 75, C, carries -0.361; number 76, C, carries -0.844; number 77, O, carries -0.100; number 78, C, carries -0.848; number 79, H, carries 0.013; number 80, H, carries 0.339; number 81, H, carries 0.309; number 82, H, carries 0.336; number 83, H, carries -0.245; number 84, H, carries -0.124; number 85, H, carries 0.731; number 86, H, carries 0.353; number 87, H, carries 0.234; number 88, H, carries 0.288; number 89, H, carries 0.515; number 90, H, carries 0.151; number 91, H, carries 0.378; number 92, H, carries 0.359; number 93, C, carries -0.734; number 94, O, carries -0.319; number 95, C, carries -0.693; number 96, C, carries -0.311; number 97, O, carries -0.296; number 98, C, carries -0.503; number 99, C, carries -0.250

=====

What is the formula in the second record? C54H113F9O27

=====

Among the records above, which one has the highest highest occupied orbital energy? C54H113F9O27

=====

Which of these has the lowest HOMO-LUMO gap? C54H106ClFIN2O7S

=====

Which value of highest occupied orbital energy does entry 2 give? -0.3322 hartree